# 1
{"formula": "C14H18F18KN4O12S6", "method": "the ωB97M-V functional and the def2-TZVPD basis", "elements": ["K", "S", "S", "S", "S", "S", "S", "F", "F", "F", "F", "F", "F", "F", "F", "F", "F", "F", "F", "F", "F", "F", "F", "F", "F", "O", "O", "O", "O", "O", "O", "O", "O", "O", "O", "O", "O", "N", "N", "N", "N", "C", "C", "C", "C", "C", "C", "C", "C", "C", "C", "C", "C", "C", "C", "H", "H", "H", "H", "H", "H", "H", "H", "H", "H", "H", "H", "H", "H", "H", "H", "H", "H"], "positions_angstrom": [[2.36930, -0.80340, -1.00840], [7.60275, -0.76806, -1.89574], [0.81658, 3.51572, -2.94550], [7.05139, -0.30732, 0.65612], [1.57089, -5.63350, 0.82405], [2.11902, -4.40882, 3.02000], [-0.86519, 1.99025, -4.13453], [-1.61236, -0.66504, -3.87903], [2.24479, -6.30731, -1.70249], [1.69432, -4.17140, -1.54736], [7.78930, -3.31246, -2.87512], [2.77072, -1.90092, 3.92883], [0.30701, -0.22258, -4.85864], [1.84080, 4.66657, -0.69447], [3.62732, -4.96848, -0.81020], [9.06839, -1.52243, 1.63503], [-0.36620, 4.39327, -0.66894], [1.04674, 2.64001, -0.46305], [-1.49166, 0.17276, -5.96558], [6.02529, -2.35056, -3.44131], [1.68501, -3.04984, 5.36534], [0.67038, -2.16471, 3.64931], [7.40168, -2.73322, 1.19043], [7.43604, -1.56633, 3.04275], [7.97864, -1.76096, -4.34166], [1.19029, -5.37636, 3.57796], [5.85556, 0.14722, 1.38996], [3.50000, -4.70497, 3.28855], [0.14722, -5.79117, 0.73962], [7.34315, 0.45134, -2.58194], [-0.01305, 4.61807, -3.49617], [-2.14534, 2.51151, -3.68690], [8.10576, 0.68440, 0.34212], [8.98429, -1.03266, -1.53804], [2.16140, 3.67023, -3.45248], [2.19835, -6.87020, 1.28493], [-0.58121, 2.69091, -5.39094], [-5.61436, 2.17791, 1.76398], [6.58031, -1.21230, -0.81122], [0.22132, 1.89675, -3.04113], [1.87340, -4.05710, 1.59051], [-5.09433, 3.49216, 0.98571], [7.31712, -2.14385, -3.23600], [-3.73760, 0.54677, 0.96314], [-5.23405, 0.81009, 1.03163], [-5.01860, 2.28005, 3.19304], [1.78679, -2.77161, 4.00713], [-7.14423, 2.50320, 1.81267], [-3.31323, -0.93389, 0.57209], [-7.43933, 3.59754, 0.76419], [-6.18368, 3.73705, -0.01772], [7.81042, -1.64107, 1.76257], [0.81753, 3.85645, -1.03523], [2.27869, -5.25053, -0.96778], [-0.94280, 0.13136, -4.73597], [-7.88970, 4.47781, 1.22286], [-7.56637, 1.53607, 1.53965], [-3.86426, -1.34827, -0.27216], [-6.18242, 4.78263, -0.32572], [-3.20329, 1.27901, 0.35779], [-4.07078, 3.38668, 0.62609], [-3.99982, 2.66593, 3.15733], [-2.31014, -0.84816, 0.15429], [-7.60700, 2.72605, 2.77407], [-6.12991, 2.96787, -0.78814], [-3.34652, -1.61296, 1.42405], [-5.59954, 0.81391, 0.00475], [-3.12848, 0.57800, 1.86652], [-5.65557, 0.09750, 1.74060], [-5.53540, 3.01832, 3.80620], [-8.25272, 3.17322, 0.17560], [-5.01054, 1.27444, 3.61351], [-5.13828, 4.25339, 1.76462]], "forces_ev_per_angstrom": [[0.42, -0.06, 0.04], [2.61, -1.78, -1.80], [-0.16, 2.93, -1.93], [-0.94, 1.84, -1.42], [-0.82, -0.16, 0.73], [1.37, -1.64, 5.36], [-3.49, 1.54, -4.24], [0.30, -0.03, -0.84], [-0.98, -0.71, -0.92], [0.17, -0.86, 0.21], [0.83, -0.83, 0.45], [0.58, 0.33, -0.58], [0.75, -1.20, 0.03], [-1.35, -0.61, -0.25], [-1.66, 0.22, -0.10], [2.84, -0.03, 0.47], [1.29, -0.76, 0.18], [-0.57, 0.95, 0.48], [-0.17, -0.75, 1.14], [-0.92, 0.42, -0.96], [-0.15, -0.21, -1.56], [-0.80, 0.23, -0.33], [-0.37, -1.98, 0.48], [0.09, -0.09, -0.45], [-0.71, -0.09, 0.00], [-0.13, 0.97, -0.04], [1.34, -0.92, -1.27], [0.16, 0.59, 0.45], [-0.21, 0.75, -1.01], [-0.64, 0.77, -0.51], [0.37, -2.47, 1.93], [-0.27, -1.63, 1.24], [-2.09, -1.73, 1.15], [-0.37, -0.06, -0.29], [-0.24, -1.49, 1.37], [0.66, 2.36, -0.91], [1.27, -1.62, 0.93], [0.82, 2.64, 0.43], [-0.33, 1.72, 3.66], [2.08, 2.59, 1.29], [-1.02, -1.53, -5.27], [-0.49, -1.10, 0.92], [0.44, 1.39, 1.51], [1.60, -0.85, 0.15], [0.78, 0.99, 1.78], [0.31, -0.48, -1.01], [0.44, -1.24, 1.31], [0.10, -1.54, -0.77], [-0.56, 1.10, -1.04], [-1.64, -1.84, 0.87], [0.42, 0.71, 0.05], [-2.16, 1.39, -1.10], [0.71, -0.67, -1.34], [2.27, 1.22, 2.53], [-0.61, 2.98, 0.35], [0.66, 0.24, 0.04], [-0.32, 0.13, -0.22], [-0.39, -0.03, 0.16], [0.62, -0.32, -0.90], [-0.35, -0.15, -0.62], [-0.19, -0.30, 0.01], [0.09, -0.40, -0.39], [0.17, -0.16, 0.47], [1.01, 0.05, 0.36], [0.01, 0.58, -0.46], [0.02, 0.12, -0.13], [-0.62, 0.03, 0.39], [-0.89, 0.68, 0.82], [-0.52, -0.30, -0.64], [-0.53, -0.36, -0.28], [0.01, 0.26, -0.35], [-0.15, 0.23, 0.23], [0.19, 0.05, -0.03]], "homo_ev": -6.4143, "charge": -1, "gap_ha": 0.2385}


# 2
{"formula": "C14H18MnN2O2S", "method": "the ωB97M-V functional and the def2-TZVPD basis", "elements": ["Mn", "S", "O", "O", "N", "N", "C", "C", "C", "C", "C", "C", "C", "C", "C", "C", "C", "C", "C", "C", "H", "H", "H", "H", "H", "H", "H", "H", "H", "H", "H", "H", "H", "H", "H", "H", "H", "H"], "positions_angstrom": [[1.15948, -0.36790, 0.26437], [2.28863, -3.76705, -0.49348], [-0.57336, -1.09228, -0.19572], [2.88871, 0.61964, 0.25196], [0.14667, 1.24887, 0.16804], [-1.27382, 0.96634, 0.05987], [-1.54683, -0.29234, -0.01651], [1.94375, 2.80598, 0.14013], [2.20331, -2.09865, -0.13997], [-4.36699, -2.85698, -0.00198], [-3.09598, -2.31292, -0.10937], [-2.95658, -0.94696, -0.04789], [-0.45221, 3.49286, -0.07127], [0.73563, -4.35319, 0.03466], [0.61282, 2.44494, 0.10141], [-4.00480, -0.10087, 0.13257], [-5.25292, -0.65930, 0.07538], [-5.50131, -2.01784, 0.09371], [3.03869, 1.96863, 0.18469], [4.36772, 2.48212, -0.01896], [-0.21738, 4.44490, -0.54441], [3.06663, -2.08565, 0.48482], [7.23234, 2.91055, -0.00042], [2.11337, 3.87312, -0.07189], [4.19051, 3.59316, 0.09953], [4.85273, 2.24138, -0.99451], [0.35578, -4.63210, -1.05085], [-6.09540, -0.05516, 0.21555], [-6.44314, -2.54464, 0.17340], [-4.65288, -3.97138, -0.15954], [0.89635, -5.31998, 0.35749], [6.74146, 3.01800, -0.45242], [-3.82573, 0.99791, 0.15674], [0.17829, -3.61138, 0.58002], [-0.50692, 3.90629, 0.94125], [5.29072, 1.99045, 0.44914], [-2.14274, -2.93912, -0.16393], [-1.39460, 3.02056, -0.43166]], "forces_ev_per_angstrom": [[1.11, -1.35, -1.17], [1.07, 0.92, 0.23], [2.30, -2.43, 0.63], [-0.52, 1.92, 0.27], [-1.43, -2.67, 0.10], [-0.90, 1.83, 0.81], [-0.24, 0.41, -0.82], [1.79, 1.17, -0.18], [0.20, -0.11, 0.52], [-1.68, -1.66, -0.88], [1.44, -1.74, 0.13], [2.96, 1.85, 0.70], [-0.29, 0.63, 0.67], [-1.45, -0.30, -4.92], [-2.41, 1.25, -1.15], [-0.36, 1.18, -0.98], [-1.43, -0.27, 1.14], [2.29, -1.09, -0.33], [-2.21, -3.91, -0.35], [2.69, 0.95, -0.35], [0.54, -0.48, -0.90], [1.31, 1.39, 0.22], [2.25, -0.42, 1.91], [0.07, -0.60, 0.38], [1.46, -1.11, -0.06], [-1.46, 0.46, -0.32], [-0.83, 0.85, 2.26], [-1.13, 1.16, -0.05], [-0.29, 0.70, -0.10], [1.23, 1.87, 0.61], [0.04, -1.78, 1.86], [-1.85, 0.58, -2.00], [-0.29, -1.05, 0.15], [-0.30, -0.28, 0.19], [-0.89, -0.39, 0.36], [-1.98, 0.89, 0.98], [-1.62, 0.85, -0.11], [0.81, 0.80, 0.54]], "homo_ev": [-6.6858, -7.8758], "s_squared": 8.83, "spin_multiplicity": 6, "charge": 0, "gap_ha": [0.2176, 0.2610]}


# 3
{"formula": "C14H18N2O4", "method": "the ωB97M-V functional and the def2-TZVPD basis", "elements": ["O", "O", "O", "O", "N", "N", "C", "C", "C", "C", "C", "C", "C", "C", "C", "C", "C", "C", "C", "C", "H", "H", "H", "H", "H", "H", "H", "H", "H", "H", "H", "H", "H", "H", "H", "H", "H", "H"], "positions_angstrom": [[3.52132, -1.89536, 0.24544], [-4.09253, 0.61192, 0.93747], [-2.06317, 2.23345, 0.42301], [-4.87691, -1.03332, -0.33200], [1.03635, 1.19901, -0.97516], [-1.66092, 0.47171, -0.81725], [-1.27465, 1.46648, -0.04910], [1.44044, -1.97345, 1.40515], [-0.54108, -2.18987, 0.15430], [1.57979, -2.03185, -0.93548], [0.15212, 1.51380, 0.14733], [2.25456, 1.91533, -0.92261], [0.20146, -2.10204, -1.02242], [-2.48312, -0.64343, -0.71610], [0.64133, 2.98301, 0.49120], [2.18192, -1.96309, 0.26097], [0.06806, -2.07147, 1.38570], [-2.07348, -2.08257, -0.14599], [2.13840, 2.75489, 0.43223], [-3.94448, -0.42342, 0.05574], [2.18893, 2.11961, 1.44575], [3.12332, 1.30442, -0.79951], [-2.20913, -2.76446, -0.97354], [2.22961, -2.14045, -1.86398], [3.73244, -1.81602, 1.19581], [-2.69902, -0.75454, -1.75160], [-3.38518, 1.27366, 1.00368], [1.39416, 0.16967, -0.90665], [0.23906, 3.56683, 1.40936], [2.30733, 2.35157, -1.98243], [-0.26699, -2.12941, -2.07218], [-0.81263, 0.12769, -1.21306], [-2.72616, -2.31164, 0.80747], [0.27188, 0.83626, 1.13485], [2.08918, -1.91101, 2.27210], [-0.50936, -1.99653, 2.31762], [2.60142, 3.75265, 0.31556], [0.22572, 3.58198, -0.36171]], "forces_ev_per_angstrom": [[0.89, 0.17, 1.60], [-0.61, -1.75, -0.11], [-1.09, 1.83, 1.97], [-0.84, -1.23, 0.27], [-0.87, -5.20, 0.67], [2.17, -1.55, -0.83], [-0.91, 0.02, -0.23], [0.87, 0.11, 1.17], [-2.53, 1.19, -1.49], [-0.08, -0.74, -3.85], [2.66, 1.80, 3.34], [0.89, 2.04, 0.32], [0.24, -0.64, -1.13], [-4.55, -1.20, 1.88], [-1.84, 0.55, -0.25], [0.16, -0.12, -0.26], [-0.26, 0.07, 0.53], [1.19, 0.62, 2.37], [-1.23, 0.45, -0.29], [2.22, 3.09, -1.60], [1.45, 1.31, -2.37], [0.53, -0.79, -0.20], [-0.74, -0.37, 0.24], [-0.94, 0.46, 1.27], [0.73, -0.04, -0.67], [-1.11, -0.94, -0.68], [0.64, 0.01, -0.61], [-1.70, 2.21, -0.22], [0.67, -1.69, -1.21], [0.61, 0.77, 1.94], [0.54, -0.05, 1.88], [0.71, -0.32, -0.94], [1.33, 0.11, -2.08], [0.08, 1.11, -1.96], [-0.69, 0.03, 0.73], [0.22, -0.23, -0.51], [0.57, -0.83, 0.87], [0.66, -0.25, 0.46]], "homo_ev": -9.1360, "charge": 0, "smiles": "O=C(O)[C@H](Cc1ccc(O)cc1)NC(=O)[C@@H]1CCCN1", "gap_ha": 0.3472}


# 4
{"formula": "C14H18N2O6S", "method": "the ωB97M-V functional and the def2-TZVPD basis", "elements": ["S", "O", "O", "O", "O", "O", "O", "N", "N", "C", "C", "C", "C", "C", "C", "C", "C", "C", "C", "C", "C", "C", "C", "H", "H", "H", "H", "H", "H", "H", "H", "H", "H", "H", "H", "H", "H", "H", "H", "H", "H"], "positions_angstrom": [[-0.73937, 3.87744, -2.15568], [-1.09355, 2.19302, -0.10118], [-1.39008, -3.02503, 3.58854], [0.36935, -1.73072, 4.12362], [-3.70854, -2.55799, -1.49068], [-3.32360, -3.43115, 2.50539], [-3.30350, -2.75035, -0.14059], [-2.69756, 3.16704, 1.08660], [-2.43197, 3.96260, -0.01775], [-0.33876, -2.17733, 3.29476], [-2.21046, -3.04713, 2.49395], [0.64317, 2.71638, -2.26968], [-1.89691, 2.14684, 1.00801], [2.07191, 1.62809, -0.42394], [-1.48637, 3.35710, -0.67639], [-1.46157, -2.44113, 1.34503], [2.45960, -0.89010, -0.67049], [1.73119, 2.89889, -1.18557], [2.54885, 0.48473, -1.31894], [0.81884, -1.17385, 1.26646], [-1.93487, -2.41593, -0.06445], [-0.33329, -1.92400, 1.83559], [1.03747, -1.28832, -0.24490], [1.07014, 2.94695, -3.24028], [2.90095, 1.87734, 0.23901], [3.59839, 0.67242, -1.54313], [1.70685, -1.55471, 1.76751], [0.74382, -0.12829, 1.56102], [-1.80943, 1.33125, 1.69806], [2.02775, 0.48397, -2.27391], [1.38794, 3.66447, -0.49580], [-1.76498, -1.45681, -0.54904], [-1.36407, -3.17265, -0.62078], [2.79198, -1.61527, -1.40903], [0.84040, -2.30445, -0.57335], [2.63364, 3.29439, -1.64431], [0.30587, -0.65495, -0.74432], [3.13722, -0.95779, 0.17724], [0.27853, 1.69722, -2.32547], [1.24583, 1.34002, 0.21558], [-3.06084, -3.04219, -2.02670]], "forces_ev_per_angstrom": [[-0.16, 0.05, -0.14], [-0.37, 0.03, 0.48], [-0.11, 0.29, 0.57], [0.70, 0.20, 0.66], [0.01, 0.41, -0.12], [-0.58, -0.54, 0.37], [-0.03, -0.15, 0.06], [0.77, -1.12, -0.03], [0.72, -0.34, -0.47], [-0.46, -0.46, -0.27], [0.21, 0.17, -0.86], [0.41, 0.23, 0.23], [-0.74, 1.24, -0.25], [0.47, 0.12, -0.08], [-0.41, 0.23, 0.29], [0.30, 0.39, 0.14], [-0.45, -0.05, -0.41], [-0.45, -0.02, -0.13], [0.29, 0.16, 0.39], [0.11, -0.31, -0.33], [-0.18, -0.36, -0.38], [-0.12, 0.11, -0.19], [-0.05, 0.21, 0.27], [-0.10, 0.01, -0.25], [-0.02, -0.04, 0.27], [0.11, 0.04, -0.25], [0.12, 0.03, 0.19], [0.01, 0.12, 0.14], [0.09, -0.18, 0.01], [-0.18, -0.11, -0.08], [0.06, 0.08, 0.20], [0.03, 0.22, 0.10], [0.10, -0.01, -0.10], [0.24, -0.13, -0.01], [-0.03, -0.22, 0.07], [0.13, 0.04, -0.14], [-0.04, 0.09, -0.23], [0.11, 0.01, 0.13], [-0.20, -0.10, 0.09], [-0.26, -0.08, -0.09], [-0.05, -0.29, 0.13]], "homo_ev": -9.1964, "charge": 0, "smiles": "O=C1OC(=O)C(COO)=C1CCCCCCCSc1nnco1", "gap_ha": 0.3073}


no.,DFT total energy (eV)
1,-175584.7386
2,-64034.4638
3,-25977.1582
4,-40906.2539